Here is an isolated molecule of CH2N2O3S2 from OMol25. Energies are from ωB97M-V/def2-TZVPD.

Each line ends with the Löwdin charge.
CARTESIAN COORDINATES (ANGSTROEM)
C -0.370 -0.059 0.654  -0.525
N -0.069 0.259 -0.647  0.010
N -0.890 -1.353 0.646  -0.017
O 0.034 0.778 1.662  -0.398
O 0.685 -2.325 -0.967  -0.272
O -1.478 -1.635 -1.866  -0.232
S 0.444 2.538 1.588  0.877
S -0.467 -1.483 -0.929  0.617
H 0.752 0.855 -0.765  0.096
H 1.360 2.424 0.624  -0.154

- Gap between HOMO and LUMO: 8.67 eV
- Highest occupied orbital energy: -10.261 eV
- E_tot: -31858.8571 eV